1.
ORCA calculation (ωB97M-V/def2-TZVPD) on C36H34I2N6SeY as an isolated structure.

Each line ends with the Mulliken charge.
Geometry (Å):
Y1 0.30 -0.08 -0.69  0.47
N1 -1.56 1.37 -1.43  -0.07
C1 -2.90 0.82 -1.23  0.31
C2 -3.79 1.56 -0.46  -0.85
C3 -5.09 1.11 -0.28  -0.79
C4 -5.48 -0.08 -0.89  -0.77
C5 -4.58 -0.80 -1.64  -0.93
C6 -3.25 -0.39 -1.82  1.48
C7 -2.29 -1.24 -2.57  -0.07
C8 -2.78 -1.98 -3.65  -0.91
C9 -1.97 -2.90 -4.30  -0.82
C10 -0.67 -3.10 -3.86  -0.95
C11 -0.19 -2.33 -2.81  -0.38
C12 -0.95 -1.36 -2.15  1.29
H1 -1.58 2.31 -1.07  0.01
H2 -1.37 1.41 -2.43  0.44
H3 -3.47 2.50 -0.02  0.44
H4 -5.78 1.68 0.32  0.43
H5 -6.49 -0.44 -0.76  0.43
H6 -4.88 -1.75 -2.07  0.39
H7 -3.79 -1.84 -4.00  0.56
H8 -2.36 -3.47 -5.13  0.39
H9 -0.04 -3.85 -4.33  0.45
H10 0.83 -2.53 -2.50  0.40
Se1 7.37 3.86 -1.34  0.30
N2 6.89 2.15 -1.48  -0.86
C13 5.58 2.13 -1.52  0.95
C14 4.79 0.91 -1.67  0.54
C15 5.40 -0.33 -1.88  -0.64
C16 4.60 -1.43 -2.04  -1.35
C17 3.22 -1.28 -1.94  0.04
N3 2.63 -0.11 -1.71  0.12
C18 3.40 0.99 -1.61  -0.22
C19 2.72 2.29 -1.49  -0.52
N4 1.37 2.29 -1.51  0.05
C20 0.77 3.48 -1.53  -0.11
C21 1.43 4.70 -1.48  -1.27
C22 2.80 4.70 -1.39  -0.71
C23 3.47 3.47 -1.42  0.55
C24 4.92 3.40 -1.39  0.97
N5 5.69 4.44 -1.25  -0.86
H11 6.48 -0.39 -1.92  0.56
H12 5.01 -2.42 -2.21  0.50
H13 2.59 -2.15 -2.03  0.38
H14 -0.31 3.49 -1.61  0.51
H15 0.87 5.62 -1.50  0.49
H16 3.38 5.61 -1.33  0.55
I1 1.73 -2.22 1.04  0.42
I2 3.06 -4.35 -0.17  -0.29
C25 -1.51 -3.00 5.51  -1.64
C26 -1.63 -2.48 4.11  0.54
C27 -2.69 -2.86 3.29  -0.82
C28 -2.79 -2.41 1.98  -0.09
C29 -3.89 -2.91 1.08  -1.12
C30 -1.84 -1.51 1.52  0.96
C31 -0.77 -1.09 2.31  -0.28
C32 -0.67 -1.61 3.60  -0.52
N6 0.27 -0.33 1.68  0.38
C33 0.73 0.95 2.31  1.49
C34 -0.22 2.05 1.81  -1.74
C35 2.15 1.22 1.82  -2.52
C36 0.74 1.03 3.83  -2.23
H17 -2.11 -3.90 5.65  0.39
H18 -1.86 -2.25 6.23  0.31
H19 -0.48 -3.23 5.76  0.37
H20 -3.43 -3.56 3.67  0.36
H21 -4.62 -3.49 1.64  0.39
H22 -3.48 -3.55 0.30  0.34
H23 -4.41 -2.08 0.60  0.01
H24 -1.89 -1.18 0.48  0.02
H25 0.20 -1.40 4.21  0.52
H26 -0.15 2.19 0.72  0.55
H27 0.03 3.03 2.24  0.55
H28 -1.25 1.81 2.06  0.34
H29 2.24 1.14 0.73  1.10
H30 2.85 0.50 2.25  0.40
H31 2.47 2.23 2.10  0.47
H32 -0.25 0.87 4.26  0.50
H33 1.08 2.02 4.12  0.53
H34 1.43 0.30 4.27  0.37

Values from the calculation:
ΔE to the lowest compared entry with this formula, charge and spin	7.4	kcal/mol
E_HOMO	-0.3703	Eh
multiplicity	1
charge	+1

2.
ORCA calculation (ωB97M-V/def2-TZVPD) on C36H34N4O10S3Sc as an isolated structure.

Each line ends with the Mulliken charge.
Geometry (Å):
Sc1 12.17 -16.50 3.16  0.46
C1 9.24 -17.35 1.74  -1.05
O1 10.37 -16.44 1.58  0.23
C2 10.24 -15.23 0.94  0.46
C3 9.05 -14.68 0.56  -0.46
C4 9.09 -13.42 -0.07  -0.82
C5 10.20 -12.61 -0.01  -0.53
C6 11.40 -13.10 0.51  -0.77
C7 11.44 -14.47 0.92  0.30
N1 12.52 -15.12 1.51  0.87
N2 13.63 -14.43 1.20  -0.85
C8 14.79 -14.55 1.87  -0.07
C9 14.95 -15.25 3.12  0.58
O2 13.93 -15.84 3.66  0.46
C10 16.16 -15.14 3.89  -1.11
C11 17.06 -14.15 3.55  -1.21
C12 16.89 -13.42 2.30  0.51
C13 17.86 -12.50 1.88  -0.88
C14 17.76 -11.86 0.67  -0.51
C15 16.78 -12.18 -0.28  -0.62
C16 15.78 -13.07 0.11  -0.40
C17 15.83 -13.68 1.39  0.95
H1 8.63 -17.00 2.56  0.35
H2 9.68 -18.35 1.98  0.15
H3 8.69 -17.38 0.79  0.41
H4 8.07 -15.20 0.66  0.34
H5 8.16 -13.01 -0.44  0.33
H6 10.17 -11.59 -0.38  0.39
H7 12.32 -12.53 0.42  0.39
H8 16.29 -15.80 4.73  0.53
H9 17.99 -13.96 4.06  0.32
H10 18.71 -12.30 2.47  0.40
H11 18.51 -11.12 0.37  0.33
H12 16.82 -11.72 -1.29  0.33
H13 14.96 -13.37 -0.56  0.38
O3 11.38 -18.54 3.09  -0.61
S1 12.09 -19.15 4.31  1.48
O4 11.24 -19.71 5.32  -0.69
O5 13.04 -18.02 4.66  -0.41
C18 13.08 -20.54 3.93  0.25
C19 12.55 -21.82 4.27  -0.73
C20 13.38 -22.92 4.44  -0.59
C21 14.75 -22.75 4.41  -0.69
C22 15.29 -21.54 3.95  -0.82
C23 14.43 -20.49 3.57  -0.11
S2 15.32 -19.22 2.56  1.06
O6 16.16 -20.04 1.72  -0.68
O7 15.88 -18.22 3.38  -0.53
O8 14.16 -18.38 1.61  0.32
H14 11.46 -21.90 4.45  0.34
H15 12.96 -23.92 4.54  0.35
H16 15.41 -23.53 4.83  0.33
H17 16.36 -21.45 3.78  0.38
C24 15.37 -18.16 -0.61  -1.22
C25 14.08 -18.25 0.13  0.72
O9 12.94 -18.18 -0.26  -0.55
H18 15.42 -17.27 -1.22  0.32
H19 15.47 -19.07 -1.24  0.29
H20 16.22 -18.15 0.10  0.32
C26 7.99 -16.17 9.48  -0.90
C27 7.82 -17.01 8.18  -0.72
C28 8.67 -16.63 6.96  -0.78
N3 10.09 -16.73 7.22  0.28
C29 11.03 -16.13 6.48  0.57
S3 10.62 -15.37 5.02  -0.50
N4 12.34 -16.14 6.93  0.03
C30 13.06 -17.02 7.81  0.07
O10 14.25 -17.14 7.62  -0.52
C31 12.47 -17.79 8.99  0.46
C32 12.82 -19.13 9.07  -0.83
C33 12.50 -19.85 10.20  -0.62
C34 11.95 -19.17 11.31  -0.37
C35 11.64 -17.81 11.26  -0.71
C36 11.92 -17.11 10.08  0.23
H21 7.42 -16.64 10.26  0.36
H22 7.56 -15.16 9.38  0.29
H23 9.02 -16.11 9.84  0.13
H24 6.79 -16.85 7.81  0.38
H25 7.91 -18.10 8.41  0.33
H26 8.42 -15.64 6.63  0.60
H27 8.43 -17.30 6.11  0.28
H28 10.37 -17.24 8.07  -0.07
H29 12.98 -15.77 6.21  0.07
H30 13.34 -19.61 8.24  0.55
H31 12.67 -20.92 10.29  0.43
H32 11.76 -19.71 12.24  0.34
H33 11.17 -17.33 12.13  0.39
H34 11.65 -16.06 9.98  0.49

Values from the calculation:
ΔE to the lowest compared entry with this formula, charge and spin	63.3	kcal/mol
E_HOMO (alpha / beta)	-0.1128 / -0.0604	Eh
multiplicity	1
charge	-1

3.
ORCA calculation (ωB97M-V/def2-TZVPD) on C36H35As3N3O8S2W as an isolated structure.

Each line ends with the Mulliken spin population.
Geometry (Å):
W1 0.14 -0.99 -0.24  0.88
C1 1.50 3.37 -2.07  0.00
C2 2.50 3.37 -1.20  0.07
As1 1.59 1.00 0.88  0.48
C3 0.75 2.36 1.98  0.13
C4 0.96 2.38 3.36  0.03
C5 0.35 3.35 4.14  -0.01
C6 -0.47 4.31 3.55  0.03
C7 -0.68 4.30 2.18  -0.01
C8 -0.07 3.33 1.39  0.02
C9 3.14 0.58 1.96  0.14
C10 4.19 1.50 1.90  0.04
C11 5.34 1.29 2.65  0.00
C12 5.44 0.18 3.47  0.01
C13 4.39 -0.73 3.53  0.00
C14 3.24 -0.54 2.77  0.00
As2 -1.45 1.13 -1.15  0.06
C15 -3.31 1.25 -0.56  0.03
C16 -4.23 0.28 -0.94  0.00
C17 -5.54 0.36 -0.49  0.00
C18 -5.93 1.40 0.34  0.00
C19 -5.01 2.37 0.72  0.00
C20 -3.70 2.29 0.27  0.00
C21 -1.67 1.68 -2.99  0.02
C22 -1.20 0.90 -4.04  -0.01
C23 -1.44 1.31 -5.34  0.00
C24 -2.13 2.48 -5.60  0.00
C25 -2.59 3.27 -4.55  0.00
C26 -2.35 2.87 -3.24  0.00
H1 1.53 2.80 -2.99  0.00
H2 0.60 3.96 -1.90  0.00
H3 2.46 3.97 -0.29  -0.01
H4 3.41 2.82 -1.39  0.00
H5 1.60 1.64 3.83  0.00
H6 0.51 3.36 5.21  0.00
H7 -0.94 5.07 4.16  0.00
H8 -1.30 5.05 1.71  0.00
H9 -0.20 3.35 0.32  -0.01
H10 4.11 2.39 1.29  -0.02
H11 6.15 2.00 2.59  0.00
H12 6.33 0.02 4.06  0.00
H13 4.46 -1.60 4.17  0.00
H14 2.44 -1.26 2.82  -0.02
H15 -3.93 -0.54 -1.59  0.00
H16 -6.26 -0.39 -0.79  0.00
H17 -6.95 1.46 0.70  0.00
H18 -5.31 3.19 1.37  0.00
H19 -2.99 3.05 0.57  0.00
H20 -0.62 0.01 -3.85  0.00
H21 -1.07 0.71 -6.16  0.00
H22 -2.33 2.78 -6.62  0.00
H23 -3.13 4.18 -4.75  0.00
H24 -2.72 3.49 -2.43  0.00
N1 3.59 -0.60 -0.93  0.03
N2 3.25 -0.48 -2.28  0.00
C27 1.94 -0.33 -2.67  0.02
O1 1.62 -0.46 -3.83  0.00
O2 1.10 0.05 -1.70  -0.10
H25 4.37 0.01 -0.71  0.00
H26 3.86 -1.56 -0.70  0.00
H27 3.83 -0.91 -2.98  0.00
O3 -1.32 -3.34 -2.43  0.00
As3 -1.98 -3.45 -0.80  0.00
O4 -0.90 -2.48 0.34  0.02
O5 -1.44 -0.66 -1.42  0.05
C28 -0.75 -4.91 -0.35  0.00
C29 -1.30 -6.18 -0.29  0.00
C30 -0.55 -7.29 0.08  0.00
C31 0.79 -7.14 0.39  0.00
C32 1.37 -5.88 0.32  0.00
C33 0.61 -4.77 -0.04  0.01
S1 1.64 -3.30 -0.23  -0.01
O6 2.98 -3.77 -0.42  0.00
O7 1.56 -2.26 0.85  -0.01
O8 1.08 -2.49 -1.39  0.01
H28 -1.84 -2.72 -2.97  0.00
H29 -2.34 -6.32 -0.54  0.00
H30 -1.01 -8.27 0.13  0.00
H31 1.39 -7.99 0.68  0.00
H32 2.42 -5.77 0.53  0.00
S2 -2.96 -0.80 2.19  0.03
C34 -2.04 -1.95 3.02  0.00
C35 -0.71 -1.67 2.93  0.02
N3 -0.43 -0.54 2.22  0.06
C36 -1.53 0.02 1.71  0.02
H33 -2.48 -2.81 3.51  0.00
H34 0.09 -2.26 3.34  0.00
H35 -1.52 1.11 1.74  0.00

Values from the calculation:
<S²>	2.012
ΔE to the lowest compared entry with this formula, charge and spin	21.1	kcal/mol
E_HOMO (alpha / beta)	-0.3795 / -0.4069	Eh
multiplicity	3
charge	+1

4.
ORCA calculation (ωB97M-V/def2-TZVPD) on C36H35BFeGe2N9 as an isolated structure.

Each line ends with the Mulliken spin population.
Geometry (Å):
Fe1 0.09 1.22 0.35  3.74
C1 -2.36 3.53 -2.24  0.00
C2 -2.20 2.44 -1.40  0.01
N1 -0.91 2.25 -1.13  0.02
N2 -0.22 3.20 -1.80  -0.01
C3 -1.08 3.98 -2.47  0.02
B1 1.29 3.42 -1.56  -0.07
N3 1.44 3.92 -0.08  -0.01
C4 2.11 4.92 0.53  0.02
C5 1.92 4.83 1.89  0.00
C6 1.10 3.71 2.05  0.00
N4 0.81 3.17 0.87  0.07
N5 2.05 2.07 -1.65  -0.01
C7 3.12 1.78 -2.41  0.02
C8 3.68 0.61 -1.95  0.00
C9 2.88 0.24 -0.87  0.02
N6 1.90 1.12 -0.69  0.07
N7 1.84 4.33 -2.64  0.00
C10 2.85 5.24 -2.69  0.00
C11 3.10 5.54 -4.00  0.00
C12 2.19 4.74 -4.72  0.00
N8 1.45 4.01 -3.91  0.00
H1 -3.28 3.93 -2.65  0.00
H2 -2.94 1.79 -0.97  0.01
H3 -0.72 4.80 -3.07  0.00
H4 2.66 5.65 -0.02  0.00
H5 2.31 5.48 2.65  0.00
H6 0.70 3.29 2.95  0.00
H7 3.41 2.43 -3.22  0.00
H8 4.55 0.11 -2.34  0.00
H9 2.98 -0.58 -0.19  -0.01
H10 3.34 5.61 -1.82  0.00
H11 3.83 6.23 -4.39  0.00
H12 2.05 4.66 -5.78  0.00
N9 5.28 -7.34 0.91  0.00
C13 4.59 -6.42 0.87  0.00
C14 3.73 -5.27 0.82  0.01
C15 3.84 -4.37 -0.23  0.00
C16 3.02 -3.26 -0.28  0.00
C17 2.09 -3.04 0.74  -0.01
C18 1.98 -3.95 1.80  0.01
C19 2.79 -5.06 1.83  0.00
C20 1.15 -1.95 0.71  0.02
C21 0.29 -1.08 0.72  0.02
H13 4.57 -4.54 -1.01  0.00
H14 3.10 -2.57 -1.11  0.00
H15 1.25 -3.77 2.58  0.00
H16 2.71 -5.78 2.64  0.00
C22 -3.91 -3.29 -1.43  0.00
Ge1 -2.19 -2.38 -1.36  0.00
C23 -0.72 -3.57 -1.80  0.00
C24 -2.14 -0.84 -2.56  0.01
Ge2 -1.67 -1.50 0.85  -0.04
C25 -1.81 -2.61 2.44  0.00
C26 -1.00 -2.38 3.55  0.00
C27 -1.16 -3.13 4.70  0.00
C28 -2.13 -4.13 4.76  0.00
C29 -2.94 -4.36 3.67  0.00
C30 -2.79 -3.60 2.51  0.00
C31 -2.39 0.25 1.38  -0.02
C32 -1.63 1.15 2.14  0.04
C33 -2.16 2.36 2.59  0.05
C34 -3.47 2.67 2.30  0.00
C35 -4.26 1.77 1.59  0.01
C36 -3.72 0.58 1.12  0.01
H17 -4.08 -3.61 -2.46  0.00
H18 -4.72 -2.62 -1.14  0.00
H19 -3.92 -4.16 -0.79  0.00
H20 -0.92 -4.03 -2.77  0.00
H21 -0.59 -4.37 -1.06  0.00
H22 0.21 -3.01 -1.87  0.00
H23 -2.03 -1.20 -3.58  0.00
H24 -1.28 -0.20 -2.33  0.00
H25 -3.05 -0.25 -2.49  0.00
H26 -0.23 -1.62 3.52  0.00
H27 -0.52 -2.95 5.56  0.00
H28 -2.24 -4.72 5.66  0.00
H29 -3.70 -5.13 3.71  0.00
H30 -3.43 -3.80 1.66  0.00
H31 -0.64 0.85 2.52  -0.02
H32 -1.55 3.04 3.17  0.00
H33 -3.89 3.60 2.65  0.00
H34 -5.29 2.01 1.38  0.00
H35 -4.35 -0.10 0.56  0.00

Values from the calculation:
<S²>	6.012
E_HOMO (alpha / beta)	-0.4238 / -0.4238	Eh
multiplicity	5
charge	+1

Max |F|? In order: 0.771, 3.509, 1.908, 0.472 eV Å⁻¹.